Formula: C41H40NO2P2PtSe
Source: the Open Molecules 2025 dataset
Level of theory: ωB97M-V/def2-TZVPD

Lowest unoccupied orbital energy ... 2.53 eV
Highest occupied orbital energy ... -4.33 eV
HOMO-LUMO gap ... 6.859 eV

```
! RIJCOSX wB97M-V def2-TZVPD def2/J DEFGRID3
* xyz -1 1
Pt -0.565 -0.628 0.112
C -3.535 -2.140 -0.610
P -2.525 -0.753 -1.292
C -3.563 0.708 -0.939
C -4.803 0.883 -1.548
C -5.521 2.043 -1.327
C -5.002 3.041 -0.515
C -3.787 2.853 0.121
C -3.071 1.689 -0.090
C -2.764 -0.815 -3.092
C -3.582 -1.718 -3.770
C -3.641 -1.693 -5.152
C -2.883 -0.783 -5.872
C -2.054 0.107 -5.202
C -1.997 0.094 -3.826
C -3.115 -2.318 0.818
C -3.832 -2.665 1.950
C -2.897 -2.773 2.997
C -1.655 -2.482 2.453
C -0.276 -2.526 3.032
P 0.733 -1.317 2.038
C 1.667 -2.737 1.139
C 1.482 -2.869 -0.227
C 2.010 -3.941 -0.924
C 2.729 -4.914 -0.248
C 2.936 -4.786 1.117
C 2.413 -3.706 1.803
C 2.227 -0.787 2.931
C 2.247 -0.442 4.279
C 3.407 0.047 4.856
C 4.549 0.225 4.091
C 4.528 -0.087 2.738
C 3.378 -0.595 2.168
N -1.799 -2.221 1.135
H -3.283 -3.038 -1.195
H -4.608 -1.938 -0.692
H -5.196 0.115 -2.202
H -6.485 2.183 -1.798
H -5.547 3.964 -0.374
H -3.389 3.613 0.779
H -2.126 1.528 0.412
H -4.180 -2.433 -3.223
H -4.289 -2.388 -5.669
H -2.930 -0.777 -6.952
H -1.450 0.805 -5.764
H -1.352 0.782 -3.291
H -4.899 -2.796 2.021
H -3.120 -3.022 4.021
H 0.131 -3.536 2.917
H -0.269 -2.251 4.090
H 0.890 -2.095 -0.749
H 1.854 -4.026 -1.990
H 3.116 -5.776 -0.779
H 3.498 -5.544 1.649
H 2.577 -3.612 2.872
H 1.349 -0.554 4.868
H 3.416 0.300 5.910
H 5.454 0.602 4.550
H 5.410 0.076 2.131
H 3.359 -0.843 1.115
C 5.226 4.933 -2.345
C 4.143 3.958 -1.986
C 3.652 3.855 -0.693
C 2.572 3.043 -0.382
C 2.041 2.954 1.015
C 1.951 2.324 -1.408
Se 0.237 1.513 -1.123
C 2.497 2.338 -2.698
C 1.897 1.495 -3.777
C 3.579 3.156 -2.970
H 5.627 5.406 -1.452
H 4.815 5.708 -2.996
H 6.035 4.436 -2.881
H 4.113 4.442 0.092
H 2.655 3.522 1.710
H 2.005 1.913 1.341
H 1.018 3.333 1.052
H 1.808 0.466 -3.429
H 2.502 1.518 -4.681
H 0.893 1.845 -4.016
H 3.983 3.178 -3.975
C -2.233 0.547 4.536
O -0.942 0.002 4.278
C -0.550 0.055 2.987
O -1.225 0.690 2.195
H -2.457 0.364 5.585
H -2.968 0.052 3.892
H -2.243 1.620 4.329
*
```

Atom charges from the Löwdin analysis, given in e for atoms 1 to 5: number 1, Pt, carries 0.517; number 2, C, carries -0.261; number 3, P, carries 0.949; number 4, C, carries -0.337; number 5, C, carries -0.091



Formula: C41H41AsN3RhS6
Source: the Open Molecules 2025 dataset
Level of theory: ωB97M-V/def2-TZVPD

Lowest unoccupied orbital energy (spin up / spin down) ... -1.07 / -1.07 eV
Highest occupied orbital energy (spin up / spin down) ... -6.69 / -6.69 eV
HOMO-LUMO gap (spin up / spin down) ... 5.618 / 5.619 eV

```
! RIJCOSX wB97M-V def2-TZVPD def2/J DEFGRID3
* xyz 0 1
Rh 0.150 -0.370 -0.085
C 3.762 1.638 -1.558
C 4.534 1.707 -0.407
C 4.046 1.172 0.767
C 2.793 0.559 0.783
N 2.060 0.491 -0.348
C 2.529 1.029 -1.476
C 2.150 -0.023 1.967
C 2.774 -0.055 3.215
C 2.129 -0.623 4.299
C 0.861 -1.168 4.125
C 0.244 -1.136 2.884
C 0.857 -0.546 1.779
H 4.095 2.055 -2.498
H 5.504 2.186 -0.423
H 4.626 1.235 1.676
H 1.875 0.973 -2.337
H 3.770 0.350 3.351
H 2.615 -0.655 5.266
H 0.350 -1.620 4.967
H -0.742 -1.577 2.786
S -6.270 -1.316 -3.373
C -4.839 -1.005 -2.615
S -3.470 -0.301 -3.418
C -2.362 -0.328 -2.070
C -2.878 -0.807 -0.889
S -1.993 -0.839 0.565
S -4.534 -1.355 -0.949
S -0.761 0.224 -2.234
C -0.428 7.796 0.670
C -0.295 7.140 -0.546
C -0.364 5.755 -0.597
C -0.591 5.012 0.559
C -0.725 5.676 1.774
C -0.637 7.061 1.828
As -0.654 3.064 0.371
C -2.548 2.764 0.102
C -3.238 2.823 -1.098
C -4.578 2.456 -1.136
C -5.214 2.031 0.025
C -4.522 1.961 1.226
C -3.178 2.317 1.271
C -2.295 2.232 2.456
C -2.673 1.803 3.725
C -1.730 1.746 4.741
C -0.407 2.099 4.501
C -0.019 2.511 3.233
C -0.963 2.586 2.220
H -0.372 8.877 0.714
H -0.130 7.705 -1.456
H -0.234 5.251 -1.549
H -0.907 5.116 2.683
H -0.735 7.566 2.781
H -2.737 3.140 -2.005
H -5.125 2.487 -2.071
H -6.256 1.737 -0.012
H -5.032 1.617 2.117
H -3.697 1.513 3.925
H -2.026 1.415 5.729
H 0.328 2.027 5.292
H 1.018 2.759 3.042
C -3.113 -6.516 -2.017
C -1.679 -6.423 -1.508
C -1.491 -5.426 -0.368
C -1.860 -3.990 -0.722
N -1.122 -3.489 -1.880
C 0.101 -2.961 -1.860
S 0.915 -2.640 -0.369
N 0.683 -2.758 -3.048
C 1.971 -2.098 -3.236
C 3.181 -3.019 -3.145
C 3.270 -4.106 -4.216
C 2.372 -5.318 -3.979
H -3.215 -7.288 -2.780
H -3.455 -5.578 -2.463
H -3.804 -6.754 -1.205
H -1.007 -6.163 -2.334
H -1.345 -7.406 -1.170
H -0.454 -5.441 -0.022
H -2.106 -5.721 0.488
H -1.672 -3.322 0.115
H -2.918 -3.903 -0.971
H -1.537 -3.659 -2.785
H 0.090 -2.821 -3.861
H 2.050 -1.304 -2.499
H 1.933 -1.632 -4.223
H 3.216 -3.463 -2.147
H 4.059 -2.369 -3.214
H 4.306 -4.450 -4.269
H 3.063 -3.668 -5.199
H 2.540 -5.731 -2.981
H 2.575 -6.106 -4.706
H 1.312 -5.069 -4.049
*
```

Atom charges from the Löwdin analysis, given in e for atoms 1 to 5: number 1, Rh, carries 0.421; number 2, C, carries -0.051; number 3, C, carries -0.053; number 4, C, carries 0.001; number 5, C, carries -0.207



Formula: C41H41BrClErN8O12
Source: the Open Molecules 2025 dataset
Level of theory: ωB97M-V/def2-TZVPD

Lowest unoccupied orbital energy (spin up / spin down) ... 3.47 / 3.47 eV
Highest occupied orbital energy (spin up / spin down) ... -3.07 / -3.08 eV
HOMO-LUMO gap (spin up / spin down) ... 6.541 / 6.544 eV

```
! RIJCOSX wB97M-V def2-TZVPD def2/J DEFGRID3
* xyz -2 4
Er 0.149 0.291 -0.413
N -1.416 1.634 1.563
C -2.031 0.647 2.446
C -1.058 -0.519 2.745
O -1.152 -1.098 3.843
N -0.229 -0.747 1.754
C 0.786 -1.760 2.006
C 2.062 -1.255 1.318
O 3.103 -1.132 1.988
O 1.949 -0.947 0.100
H -0.741 2.170 2.101
H -2.117 2.279 1.205
H -2.915 0.232 1.954
H -2.353 1.063 3.418
H 0.491 -2.722 1.557
H 0.946 -1.900 3.086
O 3.089 1.870 -1.308
N 2.116 1.288 -1.818
O 0.976 1.853 -1.600
C 5.693 5.426 3.966
C 6.014 3.936 4.165
C 6.182 3.704 5.674
C 7.340 3.623 3.467
C 4.831 3.057 3.605
O 3.609 3.572 4.097
C 5.006 1.548 3.933
C 4.133 1.018 5.081
C 4.602 -0.346 5.499
C 4.204 -1.477 4.797
C 4.641 -2.732 5.184
C 5.489 -2.849 6.270
Cl 6.047 -4.413 6.768
C 5.908 -1.738 6.977
C 5.458 -0.491 6.583
C 4.735 3.225 2.060
N 3.406 2.960 1.598
C 2.757 1.802 1.430
N 1.507 2.037 1.079
C 1.448 3.391 1.028
N 2.574 3.976 1.342
H 6.349 6.032 4.590
H 4.661 5.624 4.240
H 5.836 5.732 2.933
H 7.009 4.307 6.045
H 6.399 2.665 5.899
H 5.285 4.007 6.210
H 8.125 4.252 3.885
H 7.279 3.823 2.402
H 7.634 2.586 3.604
H 3.451 3.242 4.986
H 6.053 1.347 4.163
H 4.758 0.951 3.058
H 3.102 0.950 4.735
H 4.185 1.678 5.951
H 3.573 -1.379 3.922
H 4.323 -3.606 4.640
H 6.572 -1.848 7.821
H 5.779 0.380 7.137
H 5.439 2.558 1.562
H 4.927 4.261 1.785
H 3.198 0.833 1.567
H 0.567 3.936 0.752
O -1.277 -1.749 -3.738
C -0.120 -1.541 -3.363
O 0.260 -0.847 -2.387
C 0.989 -2.243 -4.156
C 2.175 -2.602 -3.530
C 3.152 -3.333 -4.202
C 2.901 -3.652 -5.517
O 3.697 -4.355 -6.414
C 2.956 -4.411 -7.608
O 1.741 -3.724 -7.464
C 1.721 -3.275 -6.150
C 0.742 -2.581 -5.488
H 2.328 -2.294 -2.504
H 4.066 -3.648 -3.723
H 2.752 -5.467 -7.868
H 3.540 -3.956 -8.428
H -0.194 -2.308 -5.948
N -1.283 -6.276 -2.721
C -1.597 -5.254 -2.302
C -2.031 -4.030 -1.758
C -3.372 -3.650 -1.849
C -3.758 -2.468 -1.254
C -2.801 -1.711 -0.589
N -1.515 -2.039 -0.546
C -1.138 -3.168 -1.112
H -4.079 -4.277 -2.376
H -4.774 -2.114 -1.315
H -3.071 -0.793 -0.090
H -0.084 -3.414 -1.065
Br -1.479 3.773 -1.267
C -1.196 3.023 -2.986
C -0.463 3.754 -3.901
C -0.265 3.228 -5.166
C -0.802 1.994 -5.494
C -1.565 1.295 -4.574
C -1.765 1.801 -3.297
C -2.539 1.009 -2.239
O -3.676 0.626 -2.493
O -1.908 0.896 -1.147
H -0.052 4.714 -3.626
H 0.312 3.783 -5.893
H -0.628 1.571 -6.475
H -1.998 0.337 -4.820
*
```

Atom charges from the Löwdin analysis, given in e for atoms 1 to 5: number 1, Er, carries 1.400; number 2, N, carries -0.031; number 3, C, carries -0.185; number 4, C, carries -0.589; number 5, O, carries -0.056



Formula: C41H42ClHfN7O2PS3
Source: the Open Molecules 2025 dataset
Level of theory: ωB97M-V/def2-TZVPD

Lowest unoccupied orbital energy ... -3.20 eV
Highest occupied orbital energy ... -10.07 eV
HOMO-LUMO gap ... 6.867 eV

```
! RIJCOSX wB97M-V def2-TZVPD def2/J DEFGRID3
* xyz 1 1
Hf 0.757 0.091 0.039
C -3.361 -3.093 2.414
S -2.688 -3.700 0.862
C -1.600 -2.422 0.367
S -1.350 -1.023 1.320
N -1.032 -2.663 -0.772
N -0.263 -1.618 -1.223
C 0.065 -1.731 -2.456
C 0.573 -0.541 -3.114
C 0.719 -0.464 -4.484
C 0.901 0.785 -5.063
C 0.935 1.896 -4.248
C 0.869 1.719 -2.875
N 0.687 0.532 -2.304
H -4.038 -3.877 2.750
H -3.925 -2.174 2.273
H -2.584 -2.941 3.159
H -0.190 -2.629 -3.008
H 0.643 -1.361 -5.082
H 0.995 0.882 -6.136
H 1.059 2.891 -4.648
H 0.961 2.562 -2.205
N -0.104 3.168 3.303
C -0.855 4.257 2.790
C -1.585 5.082 3.626
C -2.311 6.133 3.080
C -2.333 6.332 1.707
C -1.628 5.478 0.869
C -0.873 4.455 1.418
S 0.147 3.409 0.447
N 0.038 1.930 1.331
C 0.071 2.011 2.619
C 0.305 0.774 3.411
C -0.055 0.675 4.747
C 0.245 -0.495 5.429
C 0.884 -1.512 4.747
C 1.154 -1.345 3.396
N 0.867 -0.231 2.735
H 0.021 3.132 4.301
H -1.581 4.913 4.696
H -2.865 6.793 3.732
H -2.902 7.149 1.285
H -1.644 5.621 -0.204
H -0.587 1.470 5.250
H -0.021 -0.605 6.471
H 1.151 -2.439 5.235
H 1.601 -2.144 2.822
O 3.463 1.451 -2.738
C 3.532 1.699 -1.561
N 2.604 1.335 -0.563
C 3.161 1.654 0.645
O 2.626 1.268 1.676
C 4.427 2.402 0.473
C 5.307 2.967 1.374
C 6.452 3.556 0.848
C 6.700 3.557 -0.524
C 5.810 2.973 -1.420
C 4.670 2.406 -0.888
H 5.116 2.948 2.438
H 7.171 4.017 1.512
H 7.606 4.019 -0.893
H 5.997 2.961 -2.485
Cl 1.565 -4.357 -1.174
C 2.831 -3.223 -1.565
C 3.651 -3.546 -2.639
C 4.739 -2.749 -2.944
C 5.019 -1.654 -2.140
C 4.187 -1.345 -1.081
C 3.039 -2.088 -0.776
C 2.153 -1.666 0.352
H 3.437 -4.440 -3.209
H 5.378 -3.003 -3.779
H 5.889 -1.040 -2.335
H 4.440 -0.508 -0.441
H 2.783 -1.303 1.171
H 1.560 -2.509 0.718
C -4.158 0.448 -3.096
C -2.803 0.175 -2.451
P -2.278 1.264 -1.058
C -2.751 2.946 -1.663
C -1.940 3.499 -2.827
C -3.678 1.040 0.123
C -3.504 1.803 1.434
H -4.390 -0.321 -3.833
H -4.173 1.409 -3.611
H -4.965 0.448 -2.364
H -2.015 0.218 -3.210
H -2.771 -0.843 -2.047
H -2.678 3.611 -0.800
H -3.811 2.912 -1.928
H -0.918 3.731 -2.527
H -2.388 4.419 -3.205
H -1.892 2.794 -3.659
H -3.769 -0.030 0.320
H -4.597 1.359 -0.374
H -2.664 1.404 2.004
H -4.398 1.714 2.051
H -3.328 2.868 1.268
*
```

Atom charges from the Löwdin analysis, given in e for atoms 1 to 5: number 1, Hf, carries 1.567; number 2, C, carries -0.433; number 3, S, carries 0.888; number 4, C, carries -1.062; number 5, S, carries 0.661



Formula: C41H42LaN6PS
Source: the Open Molecules 2025 dataset
Level of theory: ωB97M-V/def2-TZVPD

Lowest unoccupied orbital energy ... -5.31 eV
Highest occupied orbital energy ... -13.00 eV
HOMO-LUMO gap ... 7.694 eV

```
! RIJCOSX wB97M-V def2-TZVPD def2/J DEFGRID3
* xyz 2 1
La -0.176 -1.127 -0.484
N 2.598 -0.825 -1.788
C 3.550 0.115 -1.263
C 4.902 -0.188 -1.195
C 5.803 0.759 -0.737
C 5.360 2.019 -0.362
C 4.007 2.314 -0.399
C 3.086 1.357 -0.827
P 1.275 1.625 -0.808
C 1.134 3.083 0.285
C 1.545 2.940 1.613
C 1.492 4.015 2.484
C 1.016 5.241 2.038
C 0.588 5.384 0.727
C 0.642 4.309 -0.151
C 0.908 2.308 -2.460
C -0.384 2.181 -2.971
C -0.727 2.804 -4.162
C 0.223 3.539 -4.857
C 1.519 3.644 -4.368
C 1.862 3.037 -3.171
H 3.029 -1.738 -1.865
H 2.340 -0.546 -2.733
H 5.257 -1.162 -1.515
H 6.858 0.522 -0.696
H 6.062 2.772 -0.033
H 3.666 3.290 -0.084
H 1.936 1.988 1.952
H 1.833 3.900 3.505
H 0.988 6.086 2.714
H 0.217 6.339 0.378
H 0.307 4.430 -1.173
H -1.133 1.615 -2.423
H -1.736 2.724 -4.546
H -0.048 4.028 -5.783
H 2.260 4.207 -4.920
H 2.870 3.125 -2.786
S -5.009 0.194 -1.276
C -4.297 1.702 -0.801
C -4.866 2.970 -0.785
C -4.105 4.015 -0.301
C -2.809 3.800 0.174
C -2.243 2.542 0.149
C -2.983 1.480 -0.366
N -2.567 0.158 -0.454
C -3.534 -0.627 -0.877
C -3.414 -2.084 -0.890
C -4.560 -2.864 -1.075
C -4.505 -4.233 -0.894
C -3.309 -4.820 -0.512
C -2.161 -4.046 -0.385
C -2.159 -2.663 -0.593
H -5.880 3.128 -1.127
H -4.526 5.011 -0.270
H -2.244 4.630 0.577
H -1.250 2.363 0.539
H -5.502 -2.394 -1.334
H -5.395 -4.835 -1.024
H -3.269 -5.885 -0.318
H -1.240 -4.551 -0.097
C -1.781 -1.591 2.586
C -1.974 -1.649 4.124
N -0.691 -1.454 4.788
C 0.241 -2.492 4.372
C 0.465 -2.415 2.837
N -0.352 -1.315 2.264
C 0.051 -0.043 2.913
C -0.159 -0.142 4.448
H -2.397 -0.810 2.134
H -2.046 -2.540 2.121
H -2.381 -2.613 4.429
H -2.660 -0.874 4.465
H -0.169 -3.460 4.660
H 1.178 -2.354 4.912
H 0.170 -3.345 2.345
H 1.515 -2.219 2.606
H -0.542 0.768 2.481
H 1.103 0.136 2.677
H -0.857 0.617 4.799
H 0.781 -0.001 4.983
C 0.170 -4.501 -2.745
C 1.109 -4.432 -1.593
N 1.353 -3.378 -0.826
C 2.336 -3.765 0.071
C 2.685 -5.053 -0.166
N 1.901 -5.457 -1.219
H -0.438 -3.601 -2.801
H -0.500 -5.356 -2.658
H 0.724 -4.607 -3.680
H 2.747 -3.089 0.803
H 3.403 -5.698 0.310
H 1.913 -6.374 -1.636
*
```

Atom charges from the Löwdin analysis, given in e for atoms 1 to 5: number 1, La, carries 1.900; number 2, N, carries 0.010; number 3, C, carries -0.329; number 4, C, carries -0.022; number 5, C, carries -0.049



Going through the records in order, we get energy values of -135923.8759; -176513.9942; -189866.7181; -113347.6855; -73113.2393 eV.